{
  "formula": "C6H9NS",
  "method": "ωB97M-V with the def2-TZVPD basis set",
  "symbols": ["S", "N", "C", "C", "C", "C", "C", "C", "H", "H", "H", "H", "H", "H", "H", "H", "H"],
  "xyz": [[-1.726104, -0.954339, -0.008419], [1.401615, 1.182328, 0.019555], [0.744650, 0.212081, 1.005233], [1.306137, -1.219388, -0.658019], [-1.050623, 1.745869, -0.084820], [1.391945, -1.026394, 0.694279], [-0.426311, 0.408289, -0.018954], [0.801083, 0.184667, -0.975124], [0.740120, 0.634571, 2.024882], [0.801001, 0.538128, -2.062154], [-1.437285, 2.186143, 1.018763], [-0.428337, 2.635247, -0.348584], [1.945839, -1.826185, 1.281604], [-2.753655, -0.009912, 0.597597], [1.580803, -2.165111, -1.193335], [-1.802008, 1.698022, -0.884811], [2.558596, 1.471481, -0.211702]],
  "atomic_forces_ev_per_a": [[-1.459, 2.692, 1.255], [4.208, 0.387, -2.507], [1.105, 3.731, 1.302], [0.536, 0.585, 2.214], [-1.368, 3.285, 1.840], [1.645, -5.459, -1.199], [0.134, -2.282, 0.291], [-0.599, 1.988, -2.747], [-0.388, -0.571, -0.344], [-0.293, -0.508, 1.456], [0.318, -1.733, -2.890], [0.097, -1.323, -0.023], [-1.272, 1.434, -0.014], [1.963, -2.069, -1.227], [-0.271, 1.567, 0.208], [-0.452, 0.228, 0.737], [-3.905, -1.952, 1.646]],
  "lowdin_charge": [0.69, -0.04, -0.29, -0.05, -0.16, -0.11, -0.74, -0.29, 0.15, 0.15, 0.15, 0.08, 0.13, -0.04, 0.12, 0.07, 0.21],
  "charge": 0,
  "energy_ha": -686.77606,
  "de_lowest_kcal_mol": 117.2,
  "gap_ev": 9.32
}

{
  "formula": "C12H25N5O3",
  "method": "ωB97M-V with the def2-TZVPD basis set",
  "symbols": ["O", "O", "O", "N", "N", "N", "N", "N", "C", "C", "C", "C", "C", "C", "C", "C", "C", "C", "C", "C", "H", "H", "H", "H", "H", "H", "H", "H", "H", "H", "H", "H", "H", "H", "H", "H", "H", "H", "H", "H", "H", "H", "H", "H", "H"],
  "xyz": [[-0.007050, -2.402579, -1.895141], [-2.976975, -3.067407, 0.887873], [-1.528328, -3.283049, 2.607866], [0.604454, 4.975480, -0.489516], [2.411578, -2.261316, -0.604261], [-1.141161, -1.355581, -0.247268], [0.070495, 3.156743, -1.881912], [-0.642946, 3.125041, 0.343315], [1.724353, -0.065754, -0.158561], [-0.032767, -1.837823, -0.812604], [1.778843, 0.614161, -1.518189], [-0.008529, 3.721198, -0.720643], [3.006558, 0.153825, 0.646204], [-1.406137, 1.864776, 0.222969], [-2.159830, -0.152892, 1.625400], [3.060106, 0.379253, -2.339704], [-1.756252, 1.354587, 1.685778], [1.291949, -1.507139, -0.092850], [-2.059358, -2.615707, 1.558619], [-1.323824, -1.377158, 1.198687], [0.906165, 0.411221, 0.397215], [3.422810, 1.141786, 0.496068], [1.118180, -1.719020, 0.928832], [-2.018686, -1.708403, -0.726016], [-2.335881, 2.088500, -0.316048], [-2.524508, -0.291542, 2.647607], [1.007493, 0.402469, -2.128222], [-1.814500, -4.200657, 2.640036], [-0.860289, 1.149191, -0.375853], [2.846323, -0.112134, 1.678312], [-3.098598, -0.211134, 1.029125], [0.899161, 5.386286, -1.331793], [-0.338262, -1.309076, 1.677132], [2.028732, -2.775300, -1.387386], [-0.265275, 3.415274, 1.253360], [2.904654, 0.901216, -3.322139], [3.740011, -0.523908, 0.269433], [-2.614497, 2.009637, 2.027425], [-0.057779, 5.551017, -0.014935], [3.107450, -0.701340, -2.564502], [2.606698, -2.989852, 0.096323], [0.658945, 3.555052, -2.639013], [-0.795493, 1.459267, 2.282230], [3.937818, 0.790807, -1.851811], [1.830529, 1.634383, -1.183313]],
  "atomic_forces_ev_per_a": [[-0.325, 0.110, 0.311], [1.170, 0.809, 1.035], [0.481, 0.871, -0.097], [-0.674, -1.338, 1.887], [-0.161, -2.070, 0.502], [-2.820, -0.749, -0.076], [-0.368, -0.609, 0.578], [0.195, 0.633, 0.402], [-1.249, 0.859, 0.787], [2.418, -0.025, -1.214], [3.966, 0.396, 2.226], [1.117, -0.238, -2.846], [-0.485, -0.392, -0.643], [-0.060, 0.969, 1.112], [-2.306, 0.753, 0.889], [-1.163, -0.325, -1.052], [1.622, -0.150, -2.212], [0.523, -0.012, -0.982], [-1.216, -2.466, -0.632], [0.827, 2.786, 0.079], [0.071, 0.632, -0.029], [-0.207, 0.402, 0.346], [0.302, -0.440, 1.184], [1.357, 0.658, 0.546], [0.121, -0.134, 0.076], [0.042, -0.634, 0.086], [-3.085, -0.384, -1.724], [-0.576, -0.108, -0.139], [0.176, -0.163, 0.064], [0.013, 0.286, 0.582], [0.480, 0.030, 0.165], [0.327, 0.481, -1.050], [-0.604, -0.302, 0.051], [0.202, -0.214, -0.525], [-0.500, -0.422, -0.675], [0.363, -0.335, 0.806], [0.635, -0.515, -0.253], [1.130, -1.054, 0.173], [-0.135, 0.764, 0.423], [0.620, 0.547, 0.135], [0.239, 0.274, -0.564], [-0.796, 0.317, 1.201], [-1.321, 0.093, -0.259], [0.224, -0.308, -0.058], [-0.571, 0.714, -0.616]],
  "lowdin_charge": [0.08, 0.12, 0.13, 0.11, 0.07, 0.13, 0.10, 0.02, -0.35, -0.43, -0.22, -0.56, -0.05, -0.19, -0.14, -0.08, -0.15, -0.31, -0.46, -0.24, 0.11, 0.08, 0.11, 0.19, 0.12, 0.12, 0.07, 0.13, 0.07, 0.08, 0.13, 0.06, 0.14, 0.07, 0.13, 0.08, 0.06, 0.13, 0.07, 0.07, 0.10, 0.06, 0.12, 0.06, 0.08],
  "charge": 0,
  "energy_ha": -971.73680,
  "de_lowest_kcal_mol": 47.6,
  "gap_ev": 8.96
}

{
  "formula": "C5H4INS",
  "method": "ωB97M-V with the def2-TZVPD basis set",
  "symbols": ["I", "S", "N", "C", "C", "C", "C", "C", "H", "H", "H", "H"],
  "xyz": [[-3.427971, 0.567009, 0.003323], [1.081269, 0.450443, 0.440860], [-1.451746, 0.053378, -0.111887], [-1.914387, -2.716877, 0.128770], [-0.568181, 1.083463, 0.466341], [0.473600, -1.200472, -0.426186], [-1.013020, -1.027364, -0.540661], [-2.397613, -3.601213, 0.737255], [0.924565, -2.066453, 0.253740], [-0.865050, 1.949469, -0.042475], [1.086326, -1.160006, -1.351039], [-0.880844, 1.070300, 1.498602]],
  "atomic_forces_ev_per_a": [[-0.146, -0.310, -0.022], [0.319, -1.033, -0.998], [-1.241, 1.613, 0.095], [4.494, 9.148, -5.788], [-0.731, -1.558, 0.804], [2.616, 0.376, 1.257], [0.229, -6.496, 2.384], [-2.946, -5.408, 3.728], [-1.788, 1.669, -1.573], [0.437, 1.721, -0.512], [-1.000, -0.427, 0.232], [-0.244, 0.704, 0.393]],
  "lowdin_charge": [1.02, 0.85, -0.58, -0.25, -0.58, -0.32, -0.26, -0.20, 0.13, 0.05, 0.07, 0.07],
  "charge": 0,
  "energy_ha": -943.20208,
  "de_lowest_kcal_mol": 202.7,
  "gap_ev": [6.52, 6.52]
}